91
Properties=species:S:1:pos:R:3:lowdin_charge:R:1 method="wB97M-V/def2-TZVPD" orbital_gap_ev=5.8 charge=-2
Na -0.08288 -0.20392 2.09372 0.3374
C 3.49274 -2.50431 -4.11197 -0.0498
C 1.96181 -2.41890 -4.20926 -0.5627
C 1.43042 -3.69203 -4.88392 -0.0545
C 1.60579 -1.22670 -5.09533 -0.0748
C 1.37206 -2.29129 -2.80885 -0.1706
C 0.65921 -1.22805 -2.39500 0.0436
C 0.14582 -1.14186 -1.04312 -0.1551
N -0.51968 -0.17668 -0.49604 0.1756
C -0.99868 1.02518 -0.85578 -0.1558
C -0.91697 1.65713 -2.12359 0.0206
C -1.45269 2.88923 -2.36139 -0.1823
C -2.11227 3.54284 -1.27398 0.0150
C -2.24101 3.02344 -0.02020 -0.0838
C -1.67349 1.70149 0.25838 -0.2892
O -1.75901 1.17413 1.38174 -0.0252
C -2.94736 3.76443 1.11135 -0.5403
C -4.12908 2.92781 1.62703 -0.0442
C -1.96552 4.01706 2.26635 -0.0357
C -3.49600 5.11779 0.65650 -0.0868
C -1.31903 3.53534 -3.74534 -0.5619
C 0.16377 3.72779 -4.09206 -0.0552
C -1.95992 2.63503 -4.81022 -0.0583
C -1.99903 4.90410 -3.81789 -0.0803
C 0.38722 -2.28127 -0.09618 -0.2523
O -0.08478 -2.27022 1.02960 0.0568
C 1.20905 -3.41757 -0.59182 -0.0665
C 1.63590 -3.37238 -1.86778 0.0220
C 1.57376 -4.54566 0.36561 -0.5347
C 2.34371 -5.65798 -0.34834 -0.0858
C 2.45601 -3.97912 1.48979 -0.0271
C 0.30994 -5.17360 0.97744 -0.0448
H 3.93776 -2.55805 -5.11028 0.0767
H 3.81199 -3.38613 -3.55486 0.0748
H 3.89137 -1.62674 -3.60011 0.0930
H 1.86076 -3.80059 -5.88415 0.0765
H 0.34320 -3.64889 -4.97822 0.0880
H 1.68013 -4.58659 -4.31228 0.0726
H 2.03562 -1.37207 -6.08988 0.0780
H 2.00243 -0.29366 -4.69047 0.0849
H 0.52514 -1.11613 -5.20638 0.0840
H 0.47332 -0.41117 -3.07126 0.0704
H -0.40721 1.14995 -2.93100 0.0805
H -2.53828 4.51754 -1.46357 0.0744
H -3.78260 1.98841 2.05150 0.0756
H -4.82747 2.71393 0.81230 0.0833
H -4.66495 3.48531 2.40158 0.0775
H -1.53631 3.08614 2.63029 0.0815
H -2.49205 4.50015 3.09562 0.0790
H -1.15717 4.67729 1.94023 0.0856
H -4.24344 5.01147 -0.13494 0.0791
H -2.70606 5.78172 0.29564 0.0782
H -3.97675 5.60647 1.50780 0.0762
H 0.69392 2.77401 -4.09717 0.0725
H 0.64909 4.36980 -3.35440 0.0887
H 0.27598 4.18587 -5.08036 0.0745
H -1.50829 1.64209 -4.81138 0.0704
H -1.83495 3.06562 -5.80946 0.0747
H -3.02774 2.51418 -4.61540 0.0860
H -1.56374 5.60894 -3.10721 0.0826
H -3.06929 4.83343 -3.61294 0.0828
H -1.87467 5.32115 -4.82149 0.0759
H 2.23357 -4.19780 -2.23400 0.0828
H 3.30491 -5.30809 -0.73345 0.0787
H 1.77332 -6.08944 -1.17698 0.0793
H 2.54979 -6.45401 0.37055 0.0760
H 3.36214 -3.53069 1.07509 0.0956
H 2.74952 -4.79291 2.16168 0.0850
H 1.94987 -3.21857 2.08454 0.0538
H -0.38126 -5.50524 0.19545 0.0837
H -0.20853 -4.46894 1.62011 0.0786
H 0.59803 -6.04837 1.56819 0.0759
C 2.04832 -0.44264 7.11875 -0.0060
C 0.74120 0.21044 6.87920 -0.3607
N 0.46208 1.44695 7.12763 0.1028
N -0.84659 1.57042 6.71577 -0.0051
C -1.35494 0.45160 6.15371 -0.8607
S -2.86519 0.30557 5.44420 0.4698
N -0.34459 -0.44881 6.34126 -0.1094
N -0.32048 -1.71494 5.75380 0.1154
H 2.68025 0.24999 7.67026 0.0782
H 2.52110 -0.68230 6.16314 0.0536
H 1.92894 -1.36593 7.69210 0.0743
H -1.20279 2.48211 6.48987 0.1262
H 0.38803 -1.69471 4.99722 0.0380
H -0.00424 -2.36933 6.46104 0.0806
O 1.82088 -1.89176 3.95086 -0.4239
S 2.07012 -0.48364 3.48989 0.2652
O 0.86218 0.31366 3.88988 -0.4125
O 2.14021 -0.46001 2.00376 -0.3933
O 3.28457 0.04275 4.11924 -0.3934